[1]
This record from the OMol25 dataset describes a cluster of 6 separate species, C22H25Cl15NO3PS in total. The level of theory is the ωB97M-V functional and the def2-TZVPD basis.

As for the multiplicity: 1. As for the total energy: -238815.760 eV. The calculation puts the HOMO energy at -8.70 eV. The SMILES is Cc1c(CC(C)C)ccc2c1Sc1ccc(P(=O)(O)O)cc1N2.ClC(Cl)Cl.ClC(Cl)Cl.ClC(Cl)Cl.ClC(Cl)Cl.ClC(Cl)Cl. Its LUMO energy is 0.029 eV.

Last column: Mulliken charge in e.
Atoms and positions in Å:
C: 0.1264 1.8911 1.2093  -0.11
H: -1.1863 2.9646 -9.3509  0.36
N: 1.1667 -0.1673 1.9822  -0.36
C: -0.3437 -3.5200 2.5627  0.12
C: 0.7255 -1.5111 1.7681  -0.75
H: -0.1263 -1.6990 3.7037  0.55
H: 0.1830 -0.1415 -3.1421  0.42
Cl: 1.5783 -5.6063 8.3738  -0.13
C: -1.8719 -2.0212 8.3024  0.04
Cl: 1.6504 -0.2202 -6.6545  -0.09
H: -2.5151 4.2843 -4.2589  0.36
Cl: -0.3823 -2.3962 7.4519  -0.04
O: -2.3308 -5.2768 3.2408  -0.53
H: 3.4758 6.0311 0.4594  0.29
Cl: 2.7307 -1.4907 -4.2778  -0.06
C: 0.5320 1.1795 -1.4702  0.76
H: -3.1418 2.4791 -0.9186  0.35
C: -1.5828 2.8832 -8.3480  -0.07
P: -1.1980 -4.3560 3.8935  0.65
O: -0.3226 -5.1035 4.7947  -0.62
C: 0.7690 0.7418 -2.8880  -2.07
C: 0.9562 -2.1451 0.5489  0.77
Cl: 3.1234 -3.9346 6.5685  -0.15
H: -2.7871 -4.8104 2.5277  0.35
C: -2.0209 2.8007 -2.7276  1.42
H: 0.6252 1.5477 -3.6014  0.20
H: -0.7931 3.6590 0.4416  0.36
H: -2.6123 -2.7585 8.0223  0.26
H: -0.7475 4.2978 -1.8091  0.51
S: 1.7563 -1.2092 -0.7156  -0.37
C: 0.9511 0.3577 -0.4215  0.84
H: 1.8140 0.4514 -2.9815  0.42
C: 0.0680 -2.2036 2.7657  -0.03
H: -1.5016 2.9077 -4.8344  0.13
Cl: -0.6354 1.6652 -7.4877  -0.08
H: -2.4162 -2.6151 4.0446  0.30
Cl: -1.4328 4.4599 -7.5741  -0.11
H: -0.0161 2.1821 2.2422  0.48
C: 2.1212 -5.3854 6.7084  0.99
H: -3.2064 2.7036 -4.5068  0.43
O: -1.9721 -3.1911 4.6827  -0.45
H: 1.2483 -5.2531 6.0807  -0.48
Cl: -2.4856 -0.4305 7.8321  -0.14
C: -0.2963 2.7312 0.1881  -1.34
C: -0.1150 2.3778 -1.1436  1.36
C: 0.7414 0.6975 0.9143  -0.20
C: -3.1382 3.1831 -1.7552  -1.56
C: 0.5781 -3.4626 0.3393  -0.75
H: -2.9859 4.1694 -1.3142  0.30
H: -1.9573 1.7066 -2.7163  0.12
C: -0.0678 -4.1486 1.3494  -0.52
H: -4.1217 3.1050 -2.2180  0.41
H: 0.7793 -3.9631 -0.5986  0.45
Cl: 4.4817 4.6454 2.0500  -0.13
Cl: 2.9986 -6.8076 6.1407  -0.15
Cl: -1.6467 -2.1090 10.0500  -0.13
Cl: -3.2721 2.3954 -8.4623  -0.12
C: -2.3028 3.2173 -4.1647  -1.47
C: 3.7367 4.9819 0.4861  -0.04
H: 2.1873 -0.1941 1.9407  0.36
Cl: 3.2176 -2.6553 -6.8929  -0.13
C: -0.6455 3.2911 -2.2224  -2.43
Cl: 2.2598 4.0361 0.2786  0.03
H: 3.8899 -0.5668 -6.0868  0.30
H: 0.0557 3.3597 -3.0536  0.64
Cl: 4.8740 4.6714 -0.8291  -0.13
C: 2.9903 -1.1593 -5.9890  -0.06
H: -0.3615 -5.1805 1.1992  0.49

[2]
This record from the OMol25 dataset describes an isolated molecule of C22H25Cl2N3O4S in a non-equilibrium geometry. The level of theory is the ωB97M-V functional and the def2-TZVPD basis.

As for the multiplicity: 1. As for the total energy: -71761.909 eV. The calculation puts the HOMO energy at -8.72 eV. The SMILES is O=C(CCNC(=O)C1CCN(S(=O)(=O)c2ccccc2)CC1)NCc1ccc(Cl)cc1Cl. The energy relative to the best compared isomer or geometry (same formula, charge and spin) comes out at 4.3 kcal per mole. Its LUMO energy is 0.550 eV.

Last column: Mulliken charge in e.
Atoms and positions in Å:
H: 2.9485 3.7452 0.3405  0.44
C: 0.4937 -2.4757 -0.8403  -1.46
H: -2.9272 -1.7031 0.7590  0.36
C: 0.0852 3.3368 -1.4177  -0.82
C: -1.1051 2.2349 2.0381  -1.08
H: 4.1205 -1.2049 -1.5565  0.44
H: -0.2996 3.4260 -2.4213  0.43
O: 0.8651 0.0474 0.7495  -0.56
H: 0.9859 0.1344 -2.8445  0.65
H: -5.0510 -1.2978 1.5248  0.44
H: -2.9795 2.7835 1.2536  0.36
C: 5.2618 -2.2292 -0.0358  -0.76
H: 0.3775 -1.4653 -3.3434  0.39
C: 0.4182 -0.7397 -2.5245  -1.57
O: -2.5055 -0.1720 2.2125  -0.68
C: 1.4041 3.6525 -1.1464  0.39
C: 4.2624 -2.2471 2.1541  -0.84
H: 2.3575 -1.2371 2.3005  0.47
C: 1.9145 3.5207 0.1343  -0.82
H: -5.5557 -0.7450 -0.0961  0.37
N: -3.6019 -1.4138 0.0661  -0.18
H: -4.3714 1.3104 0.0959  0.40
H: -0.8545 -1.4365 0.4485  0.17
C: -3.0453 0.7871 1.6967  0.55
C: -0.9295 -2.1560 -0.3697  -0.65
S: 1.7784 -0.2433 -0.3247  2.07
Cl: 2.4318 4.1914 -2.4084  -0.24
H: -1.0464 2.9326 2.8828  0.38
C: -3.1530 -1.0876 -1.1654  -0.34
O: -3.8286 -0.4757 -1.9710  -0.70
N: -2.4801 2.0117 1.6668  -0.21
C: 5.2984 -2.5945 1.3019  -0.36
C: -4.4039 0.7134 1.0090  -0.72
O: 2.2834 0.8701 -1.0738  -0.75
C: -1.7375 -1.5563 -1.5203  1.07
C: -4.7482 -0.7391 0.6386  -0.96
C: -0.7294 2.8896 -0.3921  0.06
H: -0.7060 1.2661 2.3600  0.42
H: -5.1718 1.1243 1.6665  0.46
Cl: 1.7382 2.8461 2.7094  -0.23
H: 6.1422 -3.1505 1.6826  0.39
N: 1.1646 -1.3408 -1.4359  0.06
H: -1.7521 2.6304 -0.6227  0.13
H: -1.3875 -3.0783 -0.0060  0.65
H: 4.2975 -2.5304 3.1950  0.42
H: 0.4752 -3.2744 -1.5904  0.46
C: 1.0817 3.0607 1.1362  0.76
H: 1.1057 -2.8057 0.0025  0.51
C: 3.1798 -1.5315 1.6673  0.16
C: -0.2551 2.7452 0.9037  0.19
H: -1.5446 0.0881 -2.9100  0.73
H: 6.0748 -2.4987 -0.6926  0.41
C: -0.9840 -0.3406 -2.0787  -0.04
H: -1.8397 -2.2980 -2.3231  0.34
C: 3.1534 -1.1773 0.3328  -0.63
C: 4.1818 -1.5146 -0.5258  -0.46
H: -0.8882 0.4120 -1.2922  -0.47

Number 1: HOMO-LUMO gap 0.321 Ha. Number 2: HOMO-LUMO gap 0.341 Ha.